(1)
DFT (ωB97M-V/def2-TZVPD) results for a molecular structure, C40H41AsFLuN2O9 at a distorted geometry.

Structure (XYZ):
```
95
C40H41AsFLuN2O9 (ωB97M-V/def2-TZVPD)
Lu 1.41771 0.07811 -1.10700
C -2.34661 1.72116 3.05471
C -3.00024 1.34233 1.74047
C -4.43248 1.72271 1.70350
O -2.87268 -0.04818 1.42941
C -1.80845 -0.19726 0.50644
C -1.37290 1.23812 0.09644
O -2.39375 2.01654 0.64483
C -1.30495 1.56392 -1.43697
O -0.38978 0.61447 -1.93891
C -0.69317 2.95688 -1.70607
C -0.52215 3.89054 -0.70584
C 0.03887 5.12805 -0.98566
C 0.40690 5.40627 -2.27550
C 0.32082 4.44655 -3.28161
C -0.27239 3.22293 -2.99147
C -2.70137 1.34040 -2.08311
C -2.87825 0.21435 -2.88280
C -4.11791 -0.03982 -3.46076
C -5.17795 0.84605 -3.31928
C -4.99911 1.94652 -2.51799
C -3.78035 2.20538 -1.92056
C -0.68539 -1.21524 1.02784
O 0.56125 -0.82511 0.56617
C -0.65006 -1.30377 2.58905
C -1.70035 -1.85959 3.33121
C -1.73523 -1.78001 4.72810
C -0.65410 -1.26768 5.37754
C 0.48579 -0.87207 4.69366
C 0.47651 -0.88176 3.30105
C -0.97511 -2.62586 0.40545
C -1.21886 -2.66328 -0.97699
C -1.36857 -3.88610 -1.62830
C -1.25615 -5.04904 -0.87865
C -0.94850 -4.99504 0.47905
C -0.85789 -3.78082 1.16427
H -2.71428 1.15543 3.90950
H -2.46916 2.79046 3.23012
H -1.25905 1.52087 2.97641
H -4.94937 1.21563 2.49347
H -4.93224 1.51427 0.78228
H -4.46336 2.79698 1.90212
H -2.22548 -0.68249 -0.38458
H -0.39431 1.54546 0.50055
H -0.90413 3.70745 0.28306
H 0.17339 5.88445 -0.20038
H 0.78432 6.38627 -2.49749
H 0.65344 4.62369 -4.28709
H -0.33769 2.42814 -3.72517
H -2.01835 -0.39028 -3.00150
H -4.29635 -0.91723 -4.06865
H -6.15485 0.61104 -3.75473
H -5.86162 2.59761 -2.30591
H -3.65703 3.10815 -1.35969
H -2.51278 -2.32318 2.77090
H -2.59026 -2.09817 5.29028
H -0.66257 -1.19897 6.46289
H 1.33292 -0.49013 5.25528
H 1.32633 -0.58983 2.75523
H -1.14926 -1.76128 -1.56295
H -1.56233 -3.91314 -2.70529
H -1.37235 -6.01756 -1.39083
H -0.79597 -5.94334 1.00351
H -0.61525 -3.73536 2.22543
F 5.27134 1.33076 4.69847
C 4.47727 1.51103 3.63930
C 4.95852 1.57235 2.39546
N 4.13690 1.71368 1.29460
C 4.61260 1.68827 -0.08581
C 3.97333 0.52229 -0.84968
O 3.73411 -0.54448 -0.24678
O 3.55452 0.78085 -2.01419
C 2.77889 1.78330 1.43508
O 2.03449 1.78936 0.43444
N 2.30475 1.90249 2.72762
C 3.03341 1.64410 3.90437
O 2.50750 1.53907 4.98277
H 6.02383 1.51117 2.15900
H 5.69518 1.63519 -0.02007
H 4.32590 2.59895 -0.59021
H 1.32718 1.81945 2.88607
C 4.61051 -2.31001 -3.03827
As 2.76929 -2.82944 -2.66792
C 2.82356 -3.92567 -1.05235
C 1.88265 -3.82047 -4.14495
O 1.73872 -1.49856 -2.52736
H 5.30512 -3.15096 -2.80519
H 4.80441 -1.44148 -2.40409
H 4.63944 -2.00930 -4.06596
H 3.47065 -4.82512 -1.22718
H 1.84366 -4.23284 -0.78653
H 3.24361 -3.27769 -0.26741
H 2.41652 -4.72924 -4.39570
H 1.81761 -3.16263 -4.99430
H 0.91900 -4.02002 -3.71176
```

Properties
Frontier orbital gap in eV: 8.471
Electronic energy in Ha: -5906.91775
LUMO energy in eV: 0.06
Highest occupied orbital energy in eV: -8.4
Charge: 0
2S+1: 1
Max |F| in eV/Å: 1.732

(2)
DFT (ωB97M-V/def2-TZVPD) results for a molecular structure, C40H41BrKN6OPS3 at a distorted geometry.

Structure (XYZ):
```
94
C40H41BrKN6OPS3 (ωB97M-V/def2-TZVPD)
K -0.63247 -0.30721 -0.00224
S -3.59840 -2.63923 -4.00195
C -2.67082 -1.80691 -2.81203
S -2.85016 -2.18616 -1.11434
S -1.54260 -0.56698 -3.27294
Br 6.86734 -0.24843 6.07351
C 5.11931 -0.97107 6.30836
C 4.01208 -0.20639 5.99562
C 2.73625 -0.72805 6.19297
C 2.54363 -2.00871 6.73898
C 3.68884 -2.75814 7.01025
C 4.96828 -2.25286 6.79775
N 1.30354 -2.52874 7.21094
N 0.15736 -2.16755 6.77515
C -0.14997 -1.78747 5.49244
C -1.30151 -0.96077 5.42117
C -1.64936 -0.25645 4.30728
C -0.88779 -0.36104 3.09259
O -1.04413 0.40632 2.13657
C 0.12302 -1.46363 3.05579
N 0.61550 -1.77533 1.83902
C 1.50443 -2.74155 1.73997
C 1.91382 -3.49714 2.84012
C 1.40011 -3.20609 4.07621
C 0.49871 -2.13544 4.23350
H 4.13349 0.78784 5.58087
H 1.87563 -0.12394 5.94179
H 3.55431 -3.76632 7.38659
H 5.83945 -2.85660 7.00903
H -1.84140 -0.81764 6.35388
H -2.48275 0.43697 4.31506
H 1.89247 -2.94493 0.74642
H 2.60878 -4.31378 2.70694
H 1.66245 -3.81847 4.92029
N 3.97520 -0.22631 -0.72479
C 3.68780 0.56065 0.39119
C 4.69026 1.42661 0.86351
C 4.43121 2.18311 1.98517
C 3.18743 2.08928 2.60783
C 2.25525 1.23785 2.04490
N 2.49489 0.47961 0.96018
C 3.16818 -1.12536 -1.46090
C 3.78668 -1.87183 -2.46728
C 3.00444 -2.73346 -3.22396
C 1.65230 -2.85384 -2.94949
C 1.13896 -2.08677 -1.91371
N 1.87532 -1.22422 -1.19264
H 4.92392 -0.17907 -1.03129
H 5.64462 1.49600 0.35052
H 5.19325 2.85158 2.37254
H 2.95474 2.66327 3.49962
H 1.24904 1.14879 2.45933
H 4.85145 -1.76855 -2.65184
H 3.45688 -3.30638 -4.02821
H 0.99516 -3.49908 -3.52293
H 0.08555 -2.15758 -1.64800
C 0.22671 4.94951 1.41114
C -1.01610 4.48001 0.64522
C -2.01446 3.88209 1.65466
C -1.68308 5.65599 -0.05906
P -0.51951 3.01233 -0.42738
C -2.08734 2.75388 -1.35523
C -2.51919 3.44980 -2.48792
C -3.70603 3.11061 -3.12454
C -4.49322 2.07112 -2.63687
C -4.09517 1.38524 -1.50342
C -2.90322 1.72739 -0.87234
C 0.74589 3.57506 -1.71884
C 0.66871 2.52684 -2.84535
C 2.11681 3.40536 -1.04199
C 0.68092 4.99230 -2.28740
H -0.07003 5.61772 2.23125
H 0.91659 5.50183 0.76307
H 0.77023 4.09990 1.84296
H -2.20518 4.60882 2.45685
H -1.63403 2.95649 2.10174
H -2.96587 3.64755 1.17122
H -2.00481 6.38983 0.69409
H -2.56571 5.33179 -0.61233
H -1.00880 6.16346 -0.75031
H -1.92408 4.25236 -2.90002
H -4.00654 3.64699 -4.01883
H -5.40365 1.78525 -3.15304
H -4.67962 0.55387 -1.12360
H -2.60116 1.17551 0.00815
H 0.70917 1.50612 -2.45089
H 1.52649 2.65923 -3.52222
H -0.24840 2.59171 -3.43129
H 2.20751 2.40235 -0.62551
H 2.27678 4.12392 -0.23069
H 2.91561 3.54180 -1.78541
H -0.26655 5.22340 -2.77656
H 1.47674 5.10296 -3.03898
H 0.85906 5.74076 -1.50991
```

Properties
Frontier orbital gap in eV: 3.619
Electronic energy in Ha: -6662.57288
LUMO energy in eV: 3.32
Highest occupied orbital energy in eV: -0.3
Charge: -2
2S+1: 1
Max |F| in eV/Å: 2.070

(3)
DFT (ωB97M-V/def2-TZVPD) results for a molecular structure, C40H41CuGeOS4SiTe at a distorted geometry.

Structure (XYZ):
```
90
C40H41CuGeOS4SiTe (ωB97M-V/def2-TZVPD)
Cu -2.21328 -0.40660 0.70589
C -2.62636 1.89784 2.81893
C -3.79711 2.10940 1.87710
S -3.59785 1.36046 0.21834
C -5.20117 0.50241 0.01018
C -5.55645 -0.55628 1.04137
S -4.26558 -1.83656 1.18509
C -3.91442 -1.93470 2.97376
C -3.53232 -0.65282 3.69753
S -2.03871 0.18488 3.05055
H -2.88343 2.29253 3.80215
H -1.74043 2.42294 2.45518
H -3.90888 3.18073 1.70845
H -4.72852 1.72994 2.29279
H -5.12918 0.06656 -0.98672
H -5.96780 1.27732 -0.00287
H -6.46971 -1.05656 0.72170
H -5.73455 -0.13215 2.02779
H -3.09866 -2.65949 3.00774
H -4.78468 -2.37546 3.45905
H -3.31268 -0.90924 4.73354
H -4.34165 0.07524 3.69451
Te -1.22905 3.73894 -0.60078
C -0.16195 5.52245 -0.32221
C 0.82732 6.08859 -1.06968
C 1.22307 7.36121 -0.57934
C 0.52456 7.73881 0.52440
S -0.61564 6.54829 0.98425
H 1.27084 5.61803 -1.93712
H 1.98423 7.97459 -1.03913
H 0.60699 8.64594 1.10144
O -0.91119 -1.52037 0.19674
Si 0.12423 -2.63365 -0.28980
C 0.45368 -2.28308 -2.13201
C -0.42881 -1.47737 -2.84659
C -0.23528 -1.25240 -4.20296
C 0.83664 -1.84536 -4.85285
C 1.72681 -2.64185 -4.14879
C 1.53789 -2.85676 -2.78965
C -0.56825 -4.40316 -0.30426
C -1.84278 -4.68419 0.17637
C -2.31573 -5.98904 0.23763
C -1.51183 -7.03377 -0.18840
C -0.24257 -6.77186 -0.68487
C 0.21913 -5.46468 -0.75104
C 1.68939 -2.60537 0.75306
C 2.36125 -1.40128 0.97589
C 3.53653 -1.35444 1.70810
C 4.05839 -2.52231 2.24700
C 3.38426 -3.72269 2.07954
C 2.21152 -3.76132 1.33777
H -1.27309 -1.02286 -2.33876
H -0.92320 -0.62329 -4.75481
H 0.98135 -1.68486 -5.91402
H 2.56808 -3.10074 -4.65366
H 2.24446 -3.47234 -2.24374
H -2.47728 -3.87331 0.50434
H -3.31031 -6.19314 0.61669
H -1.87091 -8.05363 -0.13799
H 0.39018 -7.58219 -1.02396
H 1.20514 -5.27317 -1.15694
H 1.94861 -0.48032 0.57623
H 4.04979 -0.41188 1.85489
H 4.98496 -2.49443 2.80610
H 3.77032 -4.63108 2.52412
H 1.69204 -4.70234 1.21378
Ge 0.79857 2.17587 -0.46680
C 1.59959 2.00576 -2.25096
C 1.18755 2.83121 -3.29261
C 1.68789 2.65524 -4.57429
C 2.60945 1.64955 -4.82236
C 3.03924 0.83279 -3.78645
C 2.53656 1.00703 -2.50767
C 1.94532 2.64240 1.05287
C 2.67334 3.82920 1.08528
C 3.43436 4.15287 2.19822
C 3.49646 3.27652 3.27309
C 2.77780 2.09027 3.24585
C 1.99262 1.77842 2.14491
H 0.12383 0.85302 -0.07514
H 0.46942 3.62100 -3.10109
H 1.36014 3.30069 -5.37922
H 2.99571 1.50097 -5.82251
H 3.76931 0.05731 -3.97722
H 2.88399 0.36715 -1.70565
H 2.64046 4.50772 0.24240
H 3.97500 5.08995 2.22730
H 4.11069 3.51792 4.13080
H 2.82314 1.40784 4.08538
H 1.41919 0.85655 2.12892
```

Properties
<S²>: 0.76
Frontier orbital gap (alpha / beta) in eV: 7.883 / 5.014
Electronic energy in Ha: -7491.58341
LUMO energy (alpha / beta) in eV: -2.40 / -5.27
Highest occupied orbital energy (alpha / beta) in eV: -10.3 / -10.3
Charge: +1
2S+1: 2
Max |F| in eV/Å: 1.935

(4)
DFT (ωB97M-V/def2-TZVPD) results for a molecular structure, C40H41IN8O3STl at a distorted geometry.

Structure (XYZ):
```
95
C40H41IN8O3STl (ωB97M-V/def2-TZVPD)
Tl 1.66830 0.56279 1.24025
C 0.52876 0.76400 5.61790
C 0.89159 1.86895 6.07011
C 1.42634 2.92366 5.31662
C 1.60754 2.56872 3.87952
N 1.26429 1.33224 3.52420
C 0.47718 0.39266 4.22038
C 2.06604 3.53512 3.07130
C 1.85566 5.03631 2.99767
C 1.98606 5.78110 1.90868
C 2.55909 5.35033 0.79108
C 2.47905 3.97370 0.70132
C 2.07995 3.11147 1.61719
H -0.02522 -0.07805 5.83086
H 0.48897 2.30801 7.00468
H 2.07493 3.57862 5.85514
H 0.39626 -0.60630 3.68238
H 1.34986 5.46211 3.75367
H 1.71395 6.82972 1.87052
H 2.63596 6.00580 -0.09780
H 2.32449 3.57882 -0.23077
O -1.71892 -2.04859 1.77194
S -2.31825 -0.77856 2.05582
O -2.93056 -0.56637 3.36730
N -1.19845 0.26252 1.78411
C -1.55405 1.68344 1.56684
C -2.12375 2.23429 2.73012
C -2.56338 3.55840 2.61791
C -2.32383 4.22572 1.50729
C -1.44636 3.86454 0.50504
C -1.22004 4.42481 -0.81095
C -0.55996 3.67847 -1.87359
C -0.14446 2.38636 -1.59868
N -0.41776 1.91696 -0.45206
C -1.34212 2.41645 0.46758
C -3.52332 -0.62446 0.69313
C -4.42311 -1.66304 0.51618
C -5.14216 -1.76428 -0.58850
C -4.86591 -0.88079 -1.66503
C -4.36768 0.49747 -1.21228
C -3.72701 0.62744 -0.15633
H -2.42316 1.51581 3.77973
H -3.58704 3.91185 2.97665
H -2.80400 5.09522 1.41456
H -1.84890 5.49892 -0.93840
H -0.28402 4.41018 -2.69107
H 0.54782 1.79717 -2.35435
H -4.46355 -2.48917 1.23511
H -5.87306 -2.48589 -1.10412
H -5.55684 -0.81164 -2.52104
H -4.87189 1.15261 -2.13097
H -3.19394 1.57370 0.20348
I 0.72161 -6.45949 0.68114
C 2.71883 -6.54801 0.03613
C 3.28462 -5.59002 -0.65345
N 4.69123 -5.81650 -0.64185
N 4.95675 -6.99141 -0.03899
C 3.79750 -7.41697 0.44731
H 2.92261 -4.70871 -1.06357
H 5.47023 -5.15247 -0.86642
H 3.65468 -8.35935 1.12980
C -0.29542 -1.02102 -1.25234
C -1.31271 -0.43995 -2.28296
N -2.25456 -1.55126 -3.02789
C -1.41292 -2.82450 -2.67088
C -2.38148 -3.37955 -1.49681
C -2.89659 -1.34004 -4.09455
C -3.01213 0.11775 -4.59957
N -3.48690 -2.37097 -4.79078
H -0.71548 -1.80631 -0.73435
H 0.04395 -0.06338 -0.63337
H 0.59699 -1.25293 -1.85680
H -0.78948 0.15101 -2.92712
H -1.98078 0.20000 -1.47393
H -0.34856 -2.82971 -2.39748
H -1.61478 -3.86086 -3.35716
H -1.67797 -3.90775 -0.71732
H -3.01643 -4.56837 -2.00461
H -3.28005 -2.76880 -1.27975
H -3.80049 0.69175 -3.76142
H -3.32982 0.21165 -5.51918
H -1.91706 0.74176 -4.45600
H -3.46007 -3.18914 -4.44815
O 6.26064 -3.54336 -1.59489
N 5.66612 -2.41247 -1.59420
C 4.35072 -2.27982 -2.04947
C 3.71234 -1.04137 -1.99227
C 4.24447 0.07162 -1.33970
C 5.58767 -0.10606 -0.95205
C 6.21951 -1.36856 -0.99141
H 4.24312 -3.23532 -2.48339
H 2.79145 -1.01107 -2.69344
H 3.80498 0.97251 -1.00741
H 6.26223 0.53776 -0.19703
H 7.40201 -1.37961 -0.07269
```

Properties
<S²>: 0.79
Frontier orbital gap (alpha / beta) in eV: 2.659 / 4.376
Electronic energy in Ha: -3079.97963
LUMO energy (alpha / beta) in eV: 3.53 / 3.53
Highest occupied orbital energy (alpha / beta) in eV: 0.9 / -0.8
Charge: -2
2S+1: 2
Max |F| in eV/Å: 13.307

(5)
DFT (ωB97M-V/def2-TZVPD) results for a molecular structure, C40H41N5P2SSiTi.

Structure (XYZ):
```
91
C40H41N5P2SSiTi (ωB97M-V/def2-TZVPD)
Ti 0.34361 0.42117 1.33824
N -1.45726 3.24925 -1.15903
C -0.73257 2.66800 -0.15821
S -1.62292 2.09463 1.23541
N 0.56054 2.57011 -0.34243
N 1.18075 2.00865 0.77773
C 1.79640 2.81614 1.68274
C 2.38165 4.10210 1.28573
C 2.18926 5.26117 2.03844
C 2.75961 6.46134 1.64295
C 3.52083 6.52660 0.48508
C 3.70117 5.38298 -0.28221
C 3.13677 4.18259 0.11235
C 1.70137 2.31680 2.98389
C 2.35844 2.83833 4.13096
C 2.07214 2.34084 5.36425
C 1.13570 1.28546 5.49368
C 0.61533 0.73943 4.35964
N 0.89775 1.19481 3.11668
H -2.38864 3.54327 -0.92672
H -0.93618 3.81845 -1.80765
H 1.56877 5.22535 2.92542
H 2.59555 7.35238 2.23576
H 3.96490 7.46454 0.17727
H 4.28739 5.42716 -1.19144
H 3.26575 3.29328 -0.49017
H 3.08322 3.62940 3.99799
H 2.56543 2.73705 6.24195
H 0.86404 0.88873 6.46064
H -0.05028 -0.11510 4.40632
N -2.02607 -1.45080 -0.92844
P -2.29080 0.09221 -1.63990
C -4.12502 0.12379 -1.60506
C -4.92632 -0.54858 -2.52730
C -6.30773 -0.50972 -2.41747
C -6.90337 0.20641 -1.38694
C -6.11543 0.88074 -0.46665
C -4.73185 0.84084 -0.57540
C -2.03603 -0.19681 -3.43364
C -1.47214 -1.34029 -3.98718
C -1.28282 -1.44364 -5.36092
C -1.65191 -0.40391 -6.19765
C -2.20696 0.74910 -5.65465
C -2.38991 0.85230 -4.28672
P -0.61827 -1.67260 -0.00587
C -1.02282 -3.21588 0.86532
C -2.32828 -3.69873 0.91673
C -2.61491 -4.86498 1.61314
C -1.60636 -5.54990 2.27240
C -0.30679 -5.06193 2.24336
C -0.01652 -3.89985 1.54761
C 0.62975 -2.13077 -1.25121
C 0.83221 -3.42993 -1.70396
C 1.69346 -3.67091 -2.76530
C 2.34318 -2.61406 -3.38726
C 2.13455 -1.31420 -2.94817
C 1.28551 -1.07411 -1.88004
H -2.39078 -2.26785 -1.41087
H -4.46907 -1.09651 -3.34254
H -6.92120 -1.03435 -3.13913
H -7.98245 0.24003 -1.30503
H -6.57665 1.44174 0.33632
H -4.10915 1.36237 0.14506
H -1.15459 -2.16086 -3.35696
H -0.84001 -2.34284 -5.77138
H -1.50504 -0.48534 -7.26705
H -2.49284 1.57009 -6.30024
H -2.81507 1.75769 -3.86869
H -3.12797 -3.15540 0.43123
H -3.63217 -5.23366 1.64273
H -1.83349 -6.45709 2.81742
H 0.48391 -5.58302 2.76769
H 0.99603 -3.51923 1.54207
H 0.32484 -4.25848 -1.22341
H 1.85581 -4.68533 -3.10703
H 3.01335 -2.80371 -4.21598
H 2.63617 -0.48646 -3.43284
H 1.12346 -0.04869 -1.55429
C 3.95911 0.15401 2.24771
Si 2.50985 -1.02553 1.86378
C 2.21916 -1.97106 3.51471
C 3.37119 -2.29410 0.72201
H 4.89337 -0.41539 2.23716
H 3.85615 0.60368 3.23740
H 4.05809 0.96668 1.52422
H 2.84338 -2.86897 3.56727
H 1.18591 -2.28995 3.67626
H 2.49488 -1.33476 4.35890
H 4.25000 -2.68066 1.24887
H 3.72024 -1.82893 -0.20219
H 2.75873 -3.14683 0.43275
```

Properties
Frontier orbital gap (alpha / beta) in eV: 6.002 / 6.150
Electronic energy in Ha: -4042.52790
LUMO energy (alpha / beta) in eV: -0.03 / 0.06
Highest occupied orbital energy (alpha / beta) in eV: -6.0 / -6.1
Charge: 0
2S+1: 1
Max |F| in eV/Å: 0.906